{
  "formula": "C21H81ClF2N4O26PSi",
  "method": "the ωB97M-V functional and the def2-TZVPD basis",
  "elements": ["H", "O", "H", "P", "O", "H", "H", "N", "H", "N", "C", "H", "Cl", "O", "C", "H", "H", "O", "H", "H", "C", "H", "O", "H", "H", "O", "C", "H", "H", "H", "H", "F", "H", "H", "H", "C", "H", "H", "H", "C", "H", "C", "C", "H", "O", "O", "O", "H", "H", "N", "O", "H", "H", "C", "H", "H", "O", "O", "O", "C", "H", "C", "H", "H", "H", "H", "O", "H", "C", "C", "O", "H", "H", "H", "H", "H", "H", "C", "H", "O", "H", "H", "H", "H", "H", "O", "H", "H", "H", "H", "H", "H", "H", "H", "H", "C", "O", "H", "H", "H", "H", "H", "O", "O", "O", "H", "H", "H", "N", "H", "F", "H", "O", "O", "H", "H", "C", "H", "O", "Si", "C", "H", "C", "H", "O", "H", "H", "C", "H", "H", "C", "H", "O", "H", "H", "H", "C"],
  "xyz": [[2.7186, 4.9679, 0.2969], [-7.0317, -3.9052, -1.7916], [-6.1231, -4.1310, -2.0414], [2.3261, 0.2274, -0.8874], [6.6241, 2.4634, 1.7793], [-6.3192, -1.8259, 4.4307], [-4.1599, 0.0695, 3.1700], [5.6896, -1.8105, 0.3904], [-0.4583, -2.1926, 3.4117], [4.6753, 2.5730, -1.3321], [4.6067, 3.6098, -0.2330], [-0.0384, 1.0263, 3.0159], [1.3182, -1.1354, -2.2377], [-10.6123, 1.4616, -1.5725], [-2.2065, -0.0232, -1.0266], [2.6405, 2.0700, -3.2552], [-13.4825, 3.4710, -2.7598], [8.3571, 1.6019, -3.1269], [-2.8973, -0.5106, 4.4777], [-2.6696, -2.5066, 6.2900], [3.1602, -1.6879, 1.1782], [-6.4904, 1.2072, -6.0599], [-12.6381, 3.8020, -2.4186], [9.7560, -2.6176, -2.3627], [9.8921, -1.5605, -1.2693], [-6.0429, 1.1336, -5.2036], [3.6029, 2.4974, -3.8107], [9.6137, -1.6722, 1.4540], [10.8808, -2.1260, 2.1750], [-9.6870, 1.4143, -1.2888], [1.1809, 3.6621, -2.5508], [1.7176, -0.8314, 3.0488], [-3.8516, 3.6553, 2.2789], [8.3538, 6.4579, -3.2571], [4.4937, -2.5405, -4.3188], [7.1704, -2.1119, 0.2847], [-11.0786, 1.8020, -0.7943], [-7.4232, -4.7550, -1.5397], [5.1501, 3.3172, 0.7615], [5.7880, 1.5691, -1.1305], [-0.9360, 1.7664, 1.5326], [0.4381, -2.2091, 1.2005], [-3.0744, -0.1853, -2.4417], [-3.1248, -2.3046, -3.4755], [1.1656, 0.9822, 0.1979], [9.5045, -2.4310, -1.4457], [7.4452, 6.6838, -3.0073], [2.2827, 3.4219, -0.6931], [7.7090, -1.5621, 1.1965], [7.5108, -3.5915, 0.4383], [10.4581, -1.3412, 1.7951], [-6.4904, 1.9167, -3.0655], [6.8338, 1.9689, -1.5417], [-1.0897, 1.1015, 2.5065], [-12.2154, 3.0172, -2.0387], [4.9865, -3.0780, 2.2768], [-5.9602, -4.2435, 1.3138], [6.7631, -1.3515, 3.6064], [-1.6676, 1.5501, 8.0276], [-2.8080, -0.6393, 0.3704], [-1.4959, -3.0839, 2.0619], [4.9360, -0.8578, -0.5163], [7.9096, 1.6755, -3.9833], [-2.0016, 2.3234, 8.5066], [4.1249, 1.6136, -4.3892], [9.2858, 1.4535, -3.3602], [-8.0678, 0.0484, -0.5248], [0.4171, 2.4237, -2.0878], [-3.3749, -0.7848, 3.4197], [-4.5630, -0.9269, -2.4930], [0.3241, 3.2175, -2.6356], [-1.8319, -3.0401, -3.8204], [6.4487, -1.8115, 4.3992], [1.5750, 1.0866, 1.1065], [-5.1142, 1.6948, -2.4424], [0.2033, -1.4358, 0.3558], [7.0536, 5.8339, -2.7554], [4.6686, 3.1795, -2.7177], [6.7558, -4.1302, -0.0507], [-2.6738, -1.5376, 6.2943], [3.2234, 3.3419, -4.5268], [-3.4551, 3.3282, 3.7167], [-5.9774, -3.8243, 2.1873], [7.6594, -1.6503, -0.7009], [8.4062, -3.8005, -0.0973], [-6.0429, 1.8432, -2.2091], [6.4720, -0.3496, -2.1885], [5.9415, 1.4065, 0.0376], [-4.7956, -1.8850, 1.2850], [-7.7192, -7.5462, -0.3929], [-9.3876, -2.8735, -1.5637], [-2.6704, 0.2144, -3.4681], [4.9775, 4.6870, -0.5544], [6.0523, -1.4844, 2.9614], [-3.6192, 2.0086, 6.0575], [-4.2934, -1.3899, 0.3286], [-5.9841, -2.6427, 4.0314], [-6.1954, -2.1042, -1.0604], [-1.7592, 1.7569, 3.2466], [-2.8746, 0.7200, 6.3989], [2.2096, 5.9828, -3.9842], [3.1021, -2.1527, -3.8244], [-3.1408, 3.7882, 2.9239], [-3.2841, 1.1918, 5.6582], [2.6571, 5.9092, -3.1279], [-1.7346, -1.2994, 6.2804], [2.7151, 3.2325, 1.1665], [-0.7087, 1.5880, 8.1617], [3.4763, -0.8221, -0.0196], [-5.2048, -1.0467, -3.4686], [2.0491, -3.1857, 2.8632], [-8.4593, -0.8014, -0.2729], [5.4307, 4.2120, -3.1004], [-2.7908, -3.0779, -3.9545], [7.4809, 2.9080, 1.8641], [6.7171, 1.6696, 2.3271], [-5.1529, -1.5368, -1.0804], [-7.1592, -0.1774, -0.7746], [-9.5077, -2.4105, -0.7210], [-1.9344, -0.5803, 2.0999], [2.9974, 3.8159, 0.1735], [0.4202, -3.3135, 0.7479], [4.6671, -2.3313, 1.4190], [-6.6098, -3.7405, 0.8000], [3.5684, -2.4932, -4.6026], [-10.4521, -2.1941, -0.7054], [-3.8392, -1.8624, 3.4020], [5.4519, 0.0687, -1.7870], [-5.5746, -3.1145, 4.7722], [4.6625, 0.1394, -2.6601], [1.8035, -1.9306, 2.0579], [-1.1569, 0.5193, -1.0319], [-8.1419, -6.7614, -0.7728], [-5.1142, 0.9853, -5.4368], [3.5858, 5.7608, -3.3611], [-8.9863, -7.0924, -1.1139], [-0.8163, -2.1323, 2.2988]],
  "atomic_forces_ev_per_a": [[0.73, -2.59, -0.07], [0.09, -0.31, -0.03], [-0.24, 0.07, 0.04], [-0.75, 2.37, -0.91], [0.61, -0.43, 0.50], [0.12, -0.19, -0.24], [1.40, -1.98, 0.58], [-5.86, 2.07, -0.87], [-0.49, -0.08, -2.15], [1.32, 0.63, -0.69], [-1.65, 1.87, 1.22], [-1.86, -0.06, -0.86], [0.14, 0.38, 1.48], [-0.33, 0.25, 0.39], [-3.90, -2.17, -0.23], [2.31, 0.87, -1.06], [0.31, 0.18, 0.10], [0.19, -0.28, -0.41], [-1.44, -0.90, -2.71], [-0.04, 0.32, 0.04], [7.69, -1.34, -0.92], [0.06, 0.00, 0.32], [-0.35, -0.38, 0.10], [-0.04, -0.07, 0.27], [0.13, -0.27, 0.07], [0.25, -0.08, -0.41], [-0.07, 0.30, 0.94], [0.40, 0.02, 0.27], [-0.09, 0.27, -0.08], [0.08, -0.22, -0.06], [-0.26, 0.20, -0.04], [0.23, -2.86, -2.79], [0.23, 0.07, 0.15], [-0.33, 0.17, 0.07], [-0.30, -0.09, -0.21], [2.43, 0.54, 0.48], [0.29, -0.22, -0.13], [0.03, -0.05, 0.10], [-0.90, 0.33, -2.50], [1.01, -0.19, 0.50], [-0.39, -1.34, 2.03], [-0.84, -0.22, 1.34], [-1.78, -1.37, 2.76], [0.08, -0.20, 0.06], [2.63, -2.57, -0.37], [0.24, 0.39, -0.46], [0.30, -0.43, 0.04], [1.66, 0.76, 1.87], [-1.50, -1.00, -1.84], [-0.98, 0.78, -1.44], [-0.25, -0.33, -0.20], [0.15, -0.09, 0.16], [-2.28, -1.08, 0.70], [0.72, 2.01, -0.06], [0.11, 0.23, -0.37], [-0.66, 1.63, -2.25], [-0.10, 0.34, 0.10], [-0.35, -0.15, -0.15], [0.35, 0.29, 0.34], [-2.47, -0.33, -4.45], [1.41, 2.07, 0.71], [-1.67, -2.06, 2.48], [0.12, 0.11, 0.22], [0.06, -0.28, -0.13], [-0.97, 1.89, 1.03], [-0.25, 0.14, 0.10], [0.23, -0.12, 0.20], [-0.19, 0.31, -0.09], [0.52, 0.64, 0.19], [2.28, 0.21, 4.51], [0.42, -0.36, 0.14], [-0.37, -0.06, -0.06], [0.20, 0.19, -0.14], [-0.79, -0.08, -1.03], [-0.33, 0.01, 0.13], [0.92, -1.40, 1.59], [-0.05, 0.20, -0.13], [2.28, 3.31, -2.19], [0.99, 0.51, 0.51], [0.53, -0.47, 0.40], [1.07, -1.73, 1.25], [0.11, 0.12, -0.25], [-0.09, -0.06, -0.06], [-1.76, -0.93, 1.99], [-1.53, 0.71, 0.82], [0.17, 0.07, -0.22], [-2.11, 0.53, 0.86], [-0.45, 0.58, -2.67], [1.42, 1.30, -2.23], [-0.04, 0.37, -0.08], [0.23, 0.22, 0.24], [-0.67, -0.74, 2.33], [-0.46, -2.45, 0.39], [0.21, 0.19, 0.40], [0.20, -0.32, -0.04], [0.88, 1.07, -3.86], [-0.06, -0.12, 0.44], [2.51, 1.34, -0.12], [1.39, -1.61, -1.73], [-0.17, 0.25, -0.07], [0.06, 0.11, 0.30], [0.00, -0.13, -0.27], [-0.39, -0.21, 0.11], [-0.24, 0.59, 0.26], [0.06, -0.38, -0.38], [-0.23, -0.12, 0.07], [0.62, 1.28, -2.03], [-0.33, -0.03, -0.06], [2.00, -2.00, 1.85], [1.53, 0.43, 2.05], [-0.25, 3.71, -2.14], [-0.14, 0.06, -0.29], [-4.51, -5.97, 2.58], [0.40, 0.06, -0.02], [-0.23, -0.02, -0.03], [0.00, 0.24, 0.07], [3.61, 1.78, 0.19], [-0.21, 0.47, -0.04], [-0.50, -0.32, -0.16], [-1.72, 0.12, 0.94], [-0.46, 0.32, -0.39], [0.70, 2.59, 1.00], [-2.74, 1.90, -1.15], [0.11, -0.26, 0.01], [0.32, 0.23, 0.49], [0.30, 0.04, 0.04], [0.77, 2.31, 0.15], [0.48, 0.17, 1.03], [-0.17, 0.14, -0.25], [1.47, -0.42, 2.03], [0.19, -1.09, 0.41], [-2.49, -1.19, -0.03], [-0.21, -0.37, -0.11], [-0.30, 0.09, 0.09], [-0.09, 0.11, 0.10], [0.26, 0.16, 0.10], [0.35, -1.42, -0.46]],
  "e_above_lowest_kcal_mol": 455.8,
  "e_tot_ha": -4313.913256,
  "charge": 1,
  "largest_force_ev_per_a": 7.9
}

***

{
  "formula": "C21H9BrCl72Si",
  "method": "the ωB97M-V functional and the def2-TZVPD basis",
  "elements": ["Cl", "Cl", "Cl", "H", "Cl", "Cl", "Cl", "Cl", "Cl", "Br", "Cl", "C", "Cl", "Cl", "Cl", "C", "Cl", "Cl", "Cl", "C", "Cl", "C", "Cl", "C", "Cl", "Cl", "Cl", "C", "Cl", "C", "H", "H", "Cl", "C", "Cl", "Cl", "Cl", "Cl", "Cl", "C", "Cl", "Cl", "Cl", "Cl", "Cl", "Cl", "Si", "Cl", "H", "Cl", "C", "Cl", "C", "Cl", "Cl", "Cl", "Cl", "C", "C", "Cl", "Cl", "H", "Cl", "C", "Cl", "C", "Cl", "C", "Cl", "Cl", "Cl", "Cl", "Cl", "H", "Cl", "H", "Cl", "Cl", "C", "Cl", "Cl", "C", "Cl", "C", "Cl", "Cl", "Cl", "Cl", "Cl", "Cl", "Cl", "C", "Cl", "Cl", "Cl", "Cl", "Cl", "Cl", "Cl", "C", "H", "H", "Cl", "Cl"],
  "xyz": [[6.5350, -9.3349, 1.7713], [4.5927, -4.3141, -3.7489], [-0.6402, -3.5241, 3.6299], [7.9777, 4.2754, 1.2447], [-2.9768, 1.3860, 1.1000], [3.0671, 9.0548, 2.6463], [-0.0916, 1.3345, 0.7279], [2.3661, 6.8322, -2.6345], [4.8434, 0.6214, -1.3848], [9.5738, 1.9821, 2.4775], [3.2366, -5.5861, -5.9868], [1.6327, 8.9940, 6.8521], [0.4352, -6.5717, -9.2656], [0.4668, 5.4957, -4.3872], [1.8262, -10.3386, -5.3044], [-9.3911, -3.7400, 1.3258], [-1.8932, -6.0989, -7.5860], [-8.0983, -4.0309, 2.5169], [-9.4839, -5.1188, 0.2013], [4.9337, -9.6451, 1.0540], [3.3028, 11.1764, 9.6017], [3.2288, -5.3596, -4.2195], [2.5442, 10.4916, 6.5340], [3.2951, 11.4030, 11.3690], [4.3932, -2.2452, -1.5964], [-1.3664, -1.2872, -2.5840], [-8.7894, 0.9498, -4.5798], [-0.6407, -2.2834, -1.2974], [1.1351, -2.1690, -1.3882], [-3.1522, -6.0511, -4.2140], [6.0733, 3.2694, 3.1652], [8.5293, 2.7284, -0.4299], [-5.8523, -0.0854, -4.6609], [1.0320, -4.0235, 3.2708], [3.3894, -6.9423, -3.4173], [2.6011, 6.6495, 1.0769], [-6.8294, 7.1226, 0.7074], [-7.2002, 6.2691, -2.0493], [2.9546, -9.7900, -2.6792], [5.4699, 3.2447, 2.1579], [5.7788, -1.1573, 0.7192], [4.9074, -11.2793, 0.3447], [-1.3914, 3.7535, 1.6892], [-5.1344, -0.5364, 2.4990], [4.1380, 6.5023, 3.5430], [-1.1933, -1.6962, 0.2914], [8.0484, 2.8199, 0.9586], [-1.7623, 2.9000, -1.0675], [3.8708, 1.6145, 2.2128], [-10.7400, 1.8888, -2.6359], [3.7679, 7.5046, 2.1171], [-2.2859, -4.7058, -4.9978], [-6.9935, 5.7126, -0.3695], [-6.2697, 1.5654, 4.1602], [2.3816, 3.9310, -2.8540], [3.6836, -9.5262, 2.3181], [-2.0663, -5.6898, -10.4615], [-4.3204, -0.8492, -5.1552], [-6.6405, 0.2887, 2.9740], [-7.3980, 1.0168, 1.5350], [-7.7599, -0.8911, 3.7015], [5.5706, 4.3275, 1.6833], [1.0100, -5.4317, 2.1795], [4.4860, -0.8664, -0.4719], [-1.8380, -8.3838, -9.3866], [3.9247, 2.7732, 2.4391], [4.6091, -8.4402, -0.2177], [-1.3406, -6.6860, -9.1749], [-8.4148, 4.7551, 0.1182], [1.8601, -4.4600, 4.7869], [-8.9723, -0.3243, -1.9704], [1.4643, -12.2465, -3.1379], [1.7789, 8.5643, 8.5750], [3.1458, 3.3884, 1.7806], [-4.8244, -5.5517, -3.8550], [3.7301, 2.9086, 3.5926], [-5.5296, 4.7036, -0.2539], [-4.1598, -2.4319, -4.3529], [6.2592, 2.1229, 1.2037], [4.0898, -11.8918, -4.3404], [2.2914, 7.6742, 5.8528], [2.5838, -11.0667, -3.8654], [-2.9565, 0.1963, -4.6845], [-1.5555, 2.3435, 0.6123], [-3.1742, -7.4592, -5.3053], [1.6969, -4.5958, -3.7253], [2.9287, -0.6842, 0.3744], [-7.9042, 2.3723, -2.2010], [1.8984, -2.6782, 2.4870], [5.2656, 7.8114, 1.2019], [1.7632, 12.1667, 11.8633], [1.3500, 5.3837, -2.8439], [-4.3127, -1.0757, -6.9225], [0.1855, 5.2758, -1.4996], [-9.0336, -2.2522, 0.4129], [-1.1381, -3.9812, -1.5091], [-0.0838, 9.2462, 6.4464], [3.4557, 9.8202, 12.1712], [4.6590, 12.4485, 11.8396], [-9.1015, 1.2215, -2.8468], [6.2087, 1.1102, 1.7994], [5.7458, 2.0307, 0.1320], [-10.9484, -3.5578, 2.1721], [-2.3242, -6.4876, -2.6979]],
  "atomic_forces_ev_per_a": [[-0.41, -0.06, -0.20], [-0.22, -0.41, -0.34], [0.38, -0.12, -0.08], [0.12, -0.17, 0.07], [0.38, 0.33, -0.11], [0.19, -0.37, -0.18], [-0.22, 0.54, -0.02], [-0.22, -0.35, -0.08], [-0.39, -0.69, -0.34], [-0.71, 0.26, -0.78], [0.01, 0.04, 0.45], [-0.08, -0.21, 0.11], [-0.39, -0.04, 0.02], [0.20, -0.04, 0.39], [0.18, -0.15, 0.34], [0.02, -0.06, 0.01], [0.59, -0.03, -1.36], [-0.34, -0.07, -0.35], [0.02, 0.34, 0.27], [0.00, -0.08, 0.04], [0.14, 0.35, 0.70], [-0.13, 0.00, 0.01], [-0.19, -0.32, -0.07], [0.04, 0.07, -0.09], [0.02, 0.55, 0.47], [0.31, -0.40, 0.56], [-0.28, 0.13, 0.42], [0.10, 0.00, 0.01], [-1.10, -0.33, -0.30], [0.01, -0.13, -0.03], [-1.23, 0.04, -1.82], [0.21, -0.36, 0.03], [0.54, -0.23, -0.19], [-0.01, 0.01, 0.03], [-0.05, 0.70, -0.43], [0.28, 0.18, 0.26], [-0.03, -0.35, -0.27], [0.05, -0.15, 0.40], [-0.18, -0.85, -0.15], [0.50, -0.34, -0.26], [-0.36, -0.26, -0.39], [0.00, 0.41, 0.16], [-0.03, -0.29, -0.26], [-0.42, 0.06, 0.13], [0.06, 0.11, -0.46], [0.06, -0.40, -0.39], [-0.76, -0.13, 0.72], [-0.24, -0.47, 0.48], [-0.15, 2.42, 0.37], [0.41, -0.16, -0.04], [-0.06, 0.05, -0.01], [0.08, -0.62, 0.46], [-0.01, 0.04, 0.03], [-0.06, -0.30, -0.31], [-0.26, 0.31, 0.04], [0.30, -0.01, -0.32], [0.17, -0.24, 0.27], [-0.12, -0.08, 0.16], [-0.13, 0.06, 0.05], [0.22, -0.16, 0.29], [0.32, 0.43, -0.15], [-0.43, -2.31, 0.97], [0.01, 0.36, 0.23], [0.08, 0.03, 0.15], [0.11, 0.36, 0.05], [0.60, 0.00, 0.23], [0.15, -0.13, 0.39], [-0.03, 0.12, 0.04], [0.33, 0.34, 0.00], [-0.20, 0.10, -0.36], [-0.02, 0.45, -0.39], [0.29, 0.30, -0.16], [-0.20, -0.15, -0.57], [1.67, -1.48, 1.53], [0.39, -0.23, -0.04], [0.02, -0.15, -2.40], [-0.33, 0.18, -0.04], [-0.39, 0.99, -0.25], [-0.94, 0.61, 0.57], [-0.37, 0.22, 0.14], [-0.26, 0.47, 0.39], [-0.04, 0.01, -0.09], [-0.39, 0.00, -0.32], [-0.01, -0.10, -0.05], [-0.32, 0.10, 0.92], [0.43, -0.27, -0.16], [1.02, 0.55, 0.09], [-0.26, -0.42, -0.24], [-0.26, -0.50, 0.27], [-0.35, -0.11, 0.23], [0.36, -0.19, -0.12], [0.04, 0.10, 0.03], [0.02, 0.05, 0.43], [0.56, 0.30, -0.41], [-0.08, -0.44, 0.40], [0.16, 0.69, 0.06], [0.42, -0.03, 0.08], [-0.05, 0.35, -0.19], [-0.32, -0.25, -0.08], [0.02, 0.08, 0.03], [0.18, 2.07, -1.45], [1.18, 0.26, 2.80], [0.39, -0.02, -0.21], [-0.31, -0.27, -0.47]],
  "e_tot_ha": -36802.630171,
  "charge": 0,
  "largest_force_ev_per_a": 3.1
}